Below is 12 unconnected molecules or ions with the total composition C31H71Br14NO6 at a distorted geometry, with properties calculated with wB97M-V/def2-TZVPD.

XYZ file:
```
123
Properties=species:S:1:pos:R:3:forces:R:3
C -2.663598 4.070341 3.714085 0.2424 0.5013 0.7588
N -3.687768 5.096965 3.408557 -1.0542 1.3028 -2.1240
O -3.794901 6.066494 4.166963 0.0877 -1.7017 -0.9756
O -4.331025 4.950841 2.342066 1.0559 0.2779 2.2656
H -3.039459 3.637759 4.641290 0.3167 -0.4110 -0.1400
H -1.753982 4.630157 3.931604 -0.0428 -0.0684 0.0837
H -2.483319 3.361973 2.905497 -0.5166 0.3281 0.1688
Br -4.360474 -1.382024 -0.449447 -0.5739 -0.8770 -0.1018
C -4.984880 -3.219181 -0.933068 -0.7571 -0.0484 0.1850
C -3.824641 -4.138030 -0.705280 0.5194 0.3921 -0.3938
Br -4.185255 -6.005535 -1.293776 0.1263 1.0737 0.3117
H -5.309789 -3.207705 -1.973456 0.2854 0.2314 0.0544
H -5.851144 -3.497730 -0.332989 0.0918 0.4241 0.1823
H -3.489004 -4.126150 0.331689 -0.1804 -0.3680 -0.0848
H -3.048450 -3.679359 -1.317855 0.4240 -0.8255 -0.0978
Br 3.784090 3.925365 4.345705 0.2179 0.0376 -0.6982
C 2.940326 4.070873 2.540283 0.3510 0.1173 0.5339
C 3.455838 5.354654 1.853401 -0.7020 -0.3401 0.8153
Br 2.781747 5.441481 0.035338 0.0276 -0.1036 -0.0678
H 1.900712 3.996756 2.859366 -0.0421 0.7204 -0.5956
H 3.131243 3.155019 1.980919 0.4682 0.1563 0.0617
H 4.541773 5.448605 1.849063 -0.1610 -0.3672 -0.1723
H 3.059086 6.243887 2.343249 0.0029 -0.1657 0.0258
Br -2.985847 -2.630015 -4.251723 0.6893 0.6375 0.1521
C -1.676763 -1.124207 -4.068208 -0.1558 -0.0108 -0.1431
C -1.983115 -0.330901 -2.801895 0.3874 -0.3111 -0.5111
Br -0.824668 1.230928 -2.729859 -0.0723 -0.0196 -0.2613
H -1.707093 -0.566336 -5.004143 -0.4893 0.1311 0.2335
H -0.667988 -1.536297 -4.042506 -0.2456 -0.3377 0.2905
H -1.707075 -0.942372 -1.942821 -0.3869 0.2327 0.0703
H -2.991607 0.078979 -2.746867 0.1362 -0.3968 0.0053
Br 0.660875 2.042635 4.408891 0.6709 -1.0447 0.0148
C 1.832277 0.479518 3.844537 -0.1807 0.1806 0.1576
C 2.925580 0.139427 4.884302 -0.8147 0.3841 -1.4326
Br 3.799104 -1.463538 4.079103 -0.2217 0.6976 0.7172
H 2.309275 0.747147 2.901697 -0.0681 0.3604 0.2000
H 1.121451 -0.310026 3.600760 0.1320 0.0402 0.4837
H 2.555335 -0.057077 5.890487 0.1597 -0.2272 -0.2616
H 3.630435 0.969647 4.839583 0.1875 -0.3591 0.3893
Br 1.884733 4.725864 -6.076931 0.1770 0.0383 0.6811
C 2.476767 4.831509 -4.200843 0.2498 -0.5060 0.5997
C 1.654718 3.845980 -3.278425 0.4437 1.3662 -1.5527
Br -0.050783 4.748313 -3.008097 -0.1038 -0.2815 0.3410
H 2.432861 5.877480 -3.897297 -0.6432 -0.1475 0.0137
H 3.552351 4.654816 -4.201632 -0.1027 -0.6694 -0.1181
H 2.102705 3.637549 -2.306846 0.0587 0.1982 -0.1715
H 1.461466 2.934734 -3.844447 -0.0124 0.0149 0.2712
Br 4.078623 0.678872 0.661242 0.8554 0.0263 -0.1186
C 5.966259 0.885369 1.167836 0.6824 0.4576 0.4399
C 6.703713 -0.430888 1.274976 -0.6011 -0.0978 -0.1226
Br 8.561488 -0.039062 1.833394 -0.8468 -0.3241 -0.1627
H 5.958345 1.385152 2.136469 -0.1856 -0.1364 0.0030
H 6.517122 1.551860 0.504177 -0.5716 -0.0200 -0.3799
H 6.720315 -0.969287 0.327379 0.3048 0.1858 0.0383
H 6.169458 -1.058658 1.988118 0.5608 -0.0628 0.2824
Br -0.646859 -2.222378 4.399435 -0.0560 -0.2791 0.0613
C -2.144942 -1.027600 4.232893 -0.6893 1.1934 -0.7128
C -2.560030 -0.807992 2.756902 0.9141 -0.7539 0.5904
Br -3.437308 0.913557 2.670855 -0.3432 -0.3821 -0.3235
H -1.840130 -0.028918 4.545677 0.4404 -0.3129 0.3623
H -2.955972 -1.323101 4.898483 0.1082 -0.3195 -0.2408
H -3.156390 -1.602398 2.308177 -0.3218 0.2716 0.2690
H -1.650051 -0.743364 2.160360 -0.0919 0.3401 -0.0507
C -0.549375 -6.018728 -0.229153 -1.3435 -0.6652 -0.1461
C 0.953138 -6.180958 -0.231504 -0.4982 1.0356 -0.0155
O 1.359309 -5.328826 0.812753 0.1937 0.5854 0.4625
C 2.730116 -5.107941 0.962336 1.1178 0.8518 0.7694
C 3.058687 -3.848193 1.858422 -0.9688 -0.2752 -0.6892
H -0.901021 -5.042399 -0.562650 0.4893 0.0704 -0.5486
H -1.066847 -6.789503 -0.800311 0.1640 0.0837 -0.4247
H -1.072257 -6.068288 0.725955 0.7556 -0.3577 0.5816
H 1.347123 -7.195907 -0.179037 -0.2269 -0.2806 0.5939
H 1.331629 -5.810023 -1.183996 0.1860 0.2371 -0.2920
H 3.182680 -6.007389 1.379792 0.2097 -0.1009 0.2900
H 3.239827 -4.937970 0.013966 -0.1826 -0.0516 -0.4346
H 2.940258 -2.899850 1.334288 -0.0876 -0.1084 -0.6147
H 4.088299 -3.801793 2.213169 -0.0249 -0.5550 0.1174
H 2.353655 -3.708558 2.677882 0.1551 -0.5972 0.2772
C 0.051108 -2.170404 0.295690 0.1644 -1.2478 0.8019
C 0.753408 -0.908916 -0.022710 -0.5707 1.1305 -0.3797
O 0.035255 0.186535 0.548744 -0.1654 -0.0985 -0.3272
C 0.629788 1.448689 0.358073 -0.1460 0.9739 1.1997
C -0.275277 2.552663 0.966438 -0.5373 0.0476 -0.4702
H -1.025823 -2.245325 0.145004 -0.1244 0.7177 -0.1863
H 0.464974 -2.962903 -0.327818 0.2377 -0.1986 0.2468
H 0.239798 -2.393914 1.345713 -0.1332 -0.4424 0.0238
H 1.764819 -0.886938 0.383076 0.2320 -0.2883 -0.0429
H 0.804682 -0.842956 -1.109505 0.1935 0.6206 -0.2732
H 1.600266 1.511753 0.850296 0.1615 -0.2578 0.5654
H 0.920103 1.650293 -0.673029 -0.5981 -0.0098 -0.3295
H -1.210658 2.687873 0.423409 0.1371 -0.0394 -0.6473
H 0.212077 3.526548 1.012710 0.2909 -0.0209 -0.3696
H -0.674674 2.422112 1.972194 0.6775 -0.8498 0.1477
C 4.796627 -2.889132 -1.236402 -0.1517 0.4142 -0.2214
C 4.055817 -3.395380 -2.471897 0.9028 0.7601 -0.6262
O 3.807252 -2.260714 -3.306379 -0.7958 0.2670 -0.6503
C 2.911209 -2.509252 -4.424860 -0.4786 0.8410 1.2905
C 2.320855 -1.205394 -4.998324 0.3056 -0.8985 -0.5821
H 5.057837 -3.682410 -0.535991 -0.1961 -0.0012 -0.0017
H 5.714076 -2.354222 -1.481873 0.1442 -0.2636 -0.4297
H 4.198418 -2.111082 -0.762192 -0.2703 -0.2572 0.3061
H 4.694690 -4.045277 -3.069867 0.0418 -0.5572 0.2011
H 3.138317 -3.923291 -2.211902 -0.2269 0.0183 0.0441
H 3.369773 -3.104132 -5.214749 0.2124 -0.1643 0.1811
H 2.039179 -2.995696 -3.987783 0.0220 -0.7983 -0.2400
H 1.949755 -1.420195 -6.000439 0.2722 -0.2025 -0.3159
H 3.090088 -0.443332 -5.123356 -0.3481 0.2831 0.4010
H 1.380839 -0.937580 -4.515861 0.6039 0.6442 0.6499
C -4.336277 2.833764 -0.744923 0.2401 0.2652 1.1173
C -5.561204 3.380641 -1.443386 -0.2192 -0.8800 0.1282
O -6.711490 2.794716 -0.846712 0.4561 -0.5633 -0.1018
C -7.927853 3.239933 -1.423777 0.7042 0.5748 1.3836
C -9.070145 2.580925 -0.658067 -0.0235 -0.1229 -1.5651
H -4.524706 1.932450 -0.161632 -0.4916 -0.3333 -0.4676
H -3.519181 2.610423 -1.430911 0.1079 0.3166 0.0888
H -4.045777 3.504157 0.063947 0.4940 0.3022 -0.2466
H -5.658816 4.465613 -1.405898 0.2291 0.2081 0.0959
H -5.445489 3.092859 -2.488316 -0.5669 -0.0049 -0.4181
H -7.950122 4.294183 -1.147812 -0.3502 0.5374 -0.6969
H -7.829607 3.107530 -2.501242 -0.7060 -0.1071 -0.1715
H -8.983891 1.501566 -0.783151 0.2212 -0.1021 0.8018
H -10.019498 2.780366 -1.155103 -0.1013 0.4417 0.0499
H -9.101501 2.988802 0.352265 0.0689 -0.5699 0.0102
```
Forces are in eV/Å.

Values from the calculation:
DFT total energy ... -37765.94153 Ha
Orbital gap ... 9.451 eV
Structure (SMILES) ... C[N+](=O)[O-].BrCCBr.BrCCBr.BrCCBr.BrCCBr.BrCCBr.BrCCBr.BrCCBr.CCOCC.CCOCC.CCOCC.CCOCC
M ... 1672.566 g mol⁻¹

Results of the Mulliken charge analysis, in e, for atoms 1 through 8: C -0.164; N 0.909; O -0.559; O -0.505; H 0.318; H 0.334; H -0.390; Br -0.099